[1]
DFT (wB97M-V/def2-TZVPD) results for a molecular structure, C53H50Br2N2O2Ru.

```
110
Properties=species:S:1:pos:R:3:forces:R:3:mulliken_spin:R:1
Ru -0.177 0.111 0.364 -0.37 -0.46 -0.05 3.555
C 0.645 2.351 -2.258 0.22 0.12 -0.10 0.040
C 2.151 2.200 -2.494 -0.11 -0.15 0.03 0.010
C 2.446 0.952 -3.338 -0.03 0.07 0.09 -0.006
C 2.953 2.278 -1.203 -0.03 -0.10 0.03 0.012
C 3.729 3.415 -1.000 0.01 0.03 0.03 -0.011
C 4.487 3.579 0.144 0.03 0.09 0.01 0.012
C 4.512 2.575 1.097 0.01 0.09 0.09 -0.006
C 3.775 1.410 0.939 -0.18 -0.20 -0.31 0.014
C 3.883 0.279 1.954 -0.02 0.10 0.14 0.000
C 2.702 0.229 2.930 0.02 0.00 -0.15 0.029
C 5.196 0.321 2.738 -0.04 -0.06 -0.13 0.001
C 2.959 1.274 -0.215 0.38 0.27 0.09 -0.104
N 2.111 0.161 -0.335 -0.37 -0.12 0.20 0.287
C 2.607 -1.037 -0.610 -0.09 0.21 -0.02 0.269
C 1.762 -2.192 -0.583 -0.23 0.14 -0.01 0.199
N 0.502 -2.080 -0.248 -0.11 0.48 0.05 0.267
C -0.304 -3.222 -0.115 -0.14 -0.55 -0.12 -0.149
C -0.069 -4.149 0.918 0.05 0.27 -0.17 0.038
C -0.865 -5.285 0.974 -0.02 -0.06 0.07 -0.009
C -1.872 -5.505 0.052 -0.03 -0.10 -0.01 0.017
C -2.114 -4.574 -0.944 -0.04 -0.02 0.02 -0.011
C -1.346 -3.424 -1.042 0.29 0.15 0.17 0.036
C -1.566 -2.410 -2.145 -0.04 -0.09 -0.12 0.041
C -3.009 -2.371 -2.643 0.06 0.02 0.09 0.002
C -0.613 -2.682 -3.317 -0.01 0.07 0.10 0.001
C 1.000 -3.913 1.971 -0.03 -0.11 0.17 -0.006
C 0.361 -3.442 3.284 0.06 0.04 -0.13 -0.017
C 1.867 -5.149 2.225 0.00 0.08 -0.07 -0.003
C 2.566 -3.356 -0.993 0.19 -0.37 -0.18 0.066
C 2.325 -4.691 -1.210 -0.16 0.33 0.00 0.009
C 3.397 -5.509 -1.639 0.25 -0.16 -0.09 -0.005
C 4.666 -5.027 -1.850 -0.07 -0.07 -0.01 0.016
C 4.942 -3.650 -1.654 -0.24 0.15 0.10 -0.024
C 6.177 -2.979 -1.846 0.08 0.10 -0.01 0.059
C 6.261 -1.625 -1.629 0.22 -0.22 -0.10 -0.023
C 5.159 -0.842 -1.217 -0.38 0.03 0.10 0.057
C 3.947 -1.464 -1.014 0.36 -0.02 -0.13 0.030
C 3.872 -2.865 -1.234 0.07 -0.01 0.00 -0.032
H 0.104 2.301 -3.207 -0.01 0.01 0.00 -0.002
H 0.421 3.307 -1.781 -0.07 -0.05 0.03 0.001
H 0.265 1.549 -1.625 -0.04 0.01 -0.03 0.028
H 2.465 3.067 -3.083 0.05 -0.01 0.01 0.002
H 1.888 0.091 -2.971 0.01 -0.05 0.03 0.011
H 3.508 0.704 -3.320 0.02 -0.02 -0.05 -0.003
H 2.147 1.126 -4.374 0.00 -0.01 0.00 0.000
H 3.735 4.189 -1.760 -0.03 -0.01 0.00 0.000
H 5.070 4.480 0.289 0.00 -0.01 0.00 0.001
H 5.121 2.712 1.983 0.01 -0.04 -0.04 0.000
H 3.883 -0.656 1.396 -0.01 -0.05 0.01 0.016
H 2.544 1.199 3.408 0.00 0.00 0.03 0.002
H 2.888 -0.513 3.710 -0.02 0.00 0.01 0.001
H 1.783 -0.059 2.417 -0.08 0.06 0.01 0.001
H 5.220 1.157 3.440 0.04 -0.02 0.02 0.001
H 6.048 0.403 2.059 0.04 0.04 0.06 -0.001
H 5.307 -0.602 3.310 -0.01 0.02 0.04 0.000
H -0.697 -6.019 1.754 0.00 0.03 0.02 0.000
H -2.476 -6.403 0.112 -0.01 0.02 0.01 0.001
H -2.920 -4.751 -1.646 0.03 0.04 0.01 0.000
H -1.318 -1.424 -1.740 0.00 -0.03 0.00 -0.026
H -3.258 -3.279 -3.200 -0.03 0.02 -0.03 0.000
H -3.147 -1.520 -3.312 -0.01 0.00 -0.01 0.000
H -3.708 -2.276 -1.811 -0.03 -0.01 0.00 0.000
H -0.793 -3.682 -3.720 0.00 0.00 -0.03 0.000
H 0.429 -2.627 -2.999 0.03 -0.01 0.00 0.009
H -0.767 -1.951 -4.115 0.01 -0.01 0.00 0.000
H 1.661 -3.119 1.622 -0.04 -0.01 0.04 0.032
H -0.334 -4.196 3.662 0.01 0.00 0.01 0.000
H -0.196 -2.522 3.120 -0.09 0.07 0.01 0.011
H 1.130 -3.266 4.041 -0.02 -0.01 0.00 0.000
H 1.282 -5.961 2.663 0.01 -0.02 0.00 0.001
H 2.664 -4.898 2.927 0.01 -0.03 0.01 0.001
H 2.325 -5.508 1.301 -0.01 -0.03 0.07 -0.001
H 1.343 -5.121 -1.064 0.03 -0.01 0.00 0.000
H 3.204 -6.562 -1.805 -0.01 0.00 0.00 0.000
H 5.458 -5.691 -2.178 -0.02 -0.02 0.01 0.003
H 7.048 -3.539 -2.167 0.01 0.02 0.00 0.007
H 7.213 -1.129 -1.785 0.00 0.00 0.01 -0.001
H 5.280 0.222 -1.064 0.02 0.01 -0.02 0.001
Br 0.510 2.696 1.424 -0.14 0.27 0.05 0.121
C -1.018 3.573 0.673 0.17 0.00 0.15 -0.037
C -1.071 4.933 0.774 0.19 -0.14 0.09 0.002
C -2.199 5.615 0.282 -0.14 0.02 -0.09 -0.008
C -3.247 4.907 -0.234 0.00 0.06 0.02 0.012
C -3.206 3.495 -0.319 0.21 -0.04 0.04 -0.011
C -4.310 2.762 -0.810 -0.07 -0.08 -0.01 0.026
C -4.243 1.402 -0.905 -0.07 0.09 -0.12 -0.007
C -3.049 0.725 -0.581 0.13 0.07 -0.01 -0.226
C -1.932 1.376 -0.104 0.26 -0.37 0.21 0.475
C -2.036 2.784 0.090 -0.22 -0.01 -0.19 -0.240
H -0.255 5.469 1.239 -0.02 0.03 -0.03 0.000
H -2.227 6.696 0.322 -0.03 0.00 0.05 0.000
H -4.135 5.414 -0.595 0.01 0.03 0.03 0.000
H -5.207 3.301 -1.093 0.00 -0.01 0.00 0.002
H -5.100 0.836 -1.251 0.01 0.00 0.00 -0.001
H -3.025 -0.352 -0.704 -0.05 0.02 0.05 0.004
Br -0.801 2.249 5.611 0.00 -0.04 -0.08 0.000
C -2.249 1.358 4.745 0.01 0.02 0.03 -0.003
C -3.532 1.574 5.214 -0.03 0.03 0.07 -0.001
C -4.586 0.914 4.599 0.01 -0.03 -0.03 0.000
C -4.349 0.052 3.540 -0.10 0.02 -0.05 0.003
C -3.057 -0.159 3.078 0.22 -0.12 -0.11 -0.008
C -1.995 0.504 3.687 -0.07 -0.07 0.01 0.043
C -2.825 -1.141 1.921 -0.18 0.10 0.07 0.031
O -3.803 -1.762 1.512 0.06 0.02 -0.04 0.027
O -1.631 -1.245 1.477 0.34 0.29 0.08 0.084
H -3.708 2.237 6.051 0.04 0.02 -0.02 0.000
H -5.595 1.069 4.961 0.00 0.02 -0.02 0.000
H -5.157 -0.472 3.047 0.04 -0.03 0.00 0.000
H -0.987 0.326 3.341 0.07 0.03 -0.05 -0.047
```
Positions in Å, forces in eV/Å.

Properties
2S+1 ... 6
Electronic energy ... -205517.67560 eV
HOMO level (spin up / spin down) ... -3.6 / -5.3 eV
Relative energy (zero: lowest compared OMol25 entry of this formula, charge and spin) ... 0.000 eV
<S²> ... 8.7774
Charge ... -1
Orbital gap (spin up / spin down) ... 5.53 / 7.19 eV
LUMO level (spin up / spin down) ... 0.07161 / 0.07002 Eh

***

[2]
DFT (wB97M-V/def2-TZVPD) results for 2 unconnected molecules or ions with the total composition C2H9N3 in a non-equilibrium geometry.

```
14
Properties=species:S:1:pos:R:3:forces:R:3:mulliken_charge:R:1
C 0.223 1.115 -1.080 -0.05 -0.17 0.26 -0.839
N 0.928 0.389 -0.044 0.15 -3.70 -0.17 -0.367
C 0.613 -0.887 0.176 3.04 2.22 -3.82 -0.018
N -0.269 -1.638 -0.620 -0.44 -0.03 0.41 -0.487
H 0.242 2.180 -0.844 -0.02 -0.10 -0.05 0.265
H -0.808 0.786 -1.233 -0.05 -0.02 0.04 0.341
H 0.767 0.965 -2.021 -0.04 0.05 0.02 0.321
H 1.422 -1.477 0.630 -0.64 0.34 0.97 0.379
H -0.096 -1.627 -1.618 -0.13 0.24 0.17 0.208
H -0.449 -2.577 -0.288 0.17 0.18 -0.08 0.225
N -0.735 0.700 1.839 0.75 -3.10 0.63 -0.782
H -0.040 1.367 2.179 -0.52 -0.51 -0.52 0.235
H -1.593 1.073 1.416 0.95 -0.70 0.25 0.203
H -0.206 -0.368 1.508 -3.18 5.29 1.89 0.315
```
Positions in Å, forces in eV/Å.

Properties
Structure (SMILES) ... C/N=C\N.N
Electronic energy ... -6687.21260 eV
HOMO level ... -7.9 eV
Relative energy (zero: lowest compared OMol25 entry of this formula, charge and spin) ... 3.296 eV
Charge ... 0
Orbital gap ... 8.57 eV
LUMO level ... 0.02368 Eh